C37H57BrCl18FN3O4 | ωB97M-V/def2-TZVPD

Last column: Mulliken charge in e.
Cartesian coordinates (Å):
C  3.407  0.439  4.971  -0.6206
Br  -2.898  0.056  -2.407  -0.1083
Cl  -4.506  0.546  3.344  -0.1413
H  1.033  1.368  -1.662  -0.3275
C  -1.226  -3.743  -4.863  -0.9266
H  -3.407  -2.360  -2.641  0.2446
H  -0.021  -5.328  -2.966  0.7421
C  2.231  -6.999  -2.831  0.0357
H  -4.911  -4.269  6.509  0.3535
F  -1.054  -1.166  -0.963  -0.1400
C  -0.485  -2.136  3.038  0.0862
H  4.188  -7.551  -3.542  0.3524
Cl  5.804  4.886  6.400  -0.1653
Cl  -2.602  1.862  0.857  -0.1038
H  -1.945  -5.058  -6.308  0.3764
C  2.008  8.379  -3.560  0.0164
Cl  -6.179  -2.612  -2.533  -0.2155
H  -1.068  3.978  0.305  0.0912
C  1.980  -3.964  -0.936  -0.1549
H  4.041  8.300  -2.848  0.3345
H  -4.339  -1.950  6.899  0.3257
H  -5.790  -4.905  -2.859  0.3435
H  -0.622  11.010  -0.407  0.3480
C  0.314  -4.078  1.842  0.1875
H  -0.056  13.126  0.853  0.3091
Cl  1.518  9.650  -2.411  -0.1532
H  3.162  -3.380  0.453  0.4453
C  -0.770  -1.871  -3.316  -0.6857
H  -1.099  -2.997  -5.638  0.3200
Cl  -7.005  -3.939  0.490  -0.1856
H  3.998  -7.575  -1.787  0.3539
H  1.007  -2.772  -5.930  0.3221
C  -3.996  -3.883  6.063  -0.4814
H  1.630  1.915  -3.277  0.4512
C  3.497  8.356  -3.788  -0.4327
Cl  -2.562  -1.634  5.404  -0.1696
C  1.472  -2.010  1.639  -0.5310
H  0.660  -0.356  2.772  0.7173
H  -6.797  -5.844  -0.861  0.3234
O  -2.576  -4.865  -2.387  -0.5603
H  2.179  -1.503  -6.158  0.4741
N  2.342  -3.982  0.432  -0.2994
H  -0.029  -3.184  -1.001  0.3587
C  -2.104  -3.790  -2.585  -0.7842
H  1.466  8.539  -4.489  0.3962
H  -4.036  0.018  0.541  0.3553
Cl  1.465  -7.142  -4.437  -0.1919
C  0.464  0.191  -3.404  0.4411
H  2.716  2.195  3.929  0.3230
H  0.493  -1.024  -5.991  0.3221
H  -6.090  0.969  1.667  0.3413
H  -5.168  2.419  2.076  0.3597
H  2.277  -1.392  1.251  0.5675
C  5.922  4.283  8.072  -0.4444
H  -7.940  -4.684  -1.542  0.3388
C  5.854  2.780  8.134  -0.4714
Cl  3.210  -9.554  -2.770  -0.2048
C  -0.600  -3.480  2.693  -0.4464
O  2.629  -1.983  -3.788  -0.4669
C  -1.686  -1.499  -2.099  -0.5201
H  6.582  2.320  7.470  0.2991
H  0.190  -5.133  1.621  0.4736
N  0.549  -1.249  -3.175  0.7915
C  -0.802  4.445  -1.758  -0.2433
Cl  5.029  2.063  3.486  -0.2119
C  -0.852  -3.426  -3.409  2.7173
H  3.700  2.524  5.363  0.0790
H  6.054  2.441  9.149  0.3560
H  0.511  12.143  2.205  0.3344
H  1.684  7.432  -3.133  -0.2122
Cl  -1.836  12.104  1.985  -0.1902
Cl  4.239  2.169  7.687  -0.1837
H  -1.402  -4.065  3.126  0.1990
C  -5.864  -4.279  -1.971  -0.2253
N  -2.639  -2.585  -2.007  0.0042
C  0.527  -4.064  -1.328  -0.6098
C  1.429  1.060  -2.631  -0.8556
C  0.286  -4.291  -2.832  -1.6277
H  -4.653  1.486  -0.218  0.2780
C  -6.963  -4.790  -1.076  -0.5009
C  -4.095  -2.386  5.931  -0.4524
H  -1.187  -1.667  3.724  -0.0589
H  2.366  0.502  -2.551  0.3967
C  -1.743  -4.901  -5.254  -1.4064
O  -0.297  0.677  -4.198  -0.5333
C  0.563  -1.392  2.500  -1.1561
O  2.864  -3.911  -1.756  -0.5966
H  1.506  -7.316  -2.084  0.3381
Cl  2.996  -0.667  3.629  -0.1226
C  -0.169  12.167  1.357  -0.4605
C  3.505  -7.794  -2.732  -0.5241
Cl  4.069  9.796  -4.670  -0.1931
Cl  0.347  5.269  -2.847  -0.2582
H  0.006  5.350  0.031  0.3849
C  0.119  11.050  0.388  -0.4197
H  2.449  -5.945  -2.676  -0.1336
Cl  0.157  9.458  1.188  -0.1620
H  -0.998  3.455  -2.165  0.1010
C  -0.290  4.372  -0.343  -0.3187
H  -2.025  -5.692  -4.571  0.2638
H  6.878  4.623  8.468  0.3090
H  1.098  11.200  -0.065  0.2412
C  1.240  -1.743  -5.658  -1.5247
H  1.171  -4.166  -3.457  1.0909
H  -4.867  -2.099  5.220  0.2791
Cl  -3.810  -4.692  4.487  -0.1770
C  -4.199  1.084  0.685  -0.5213
H  -1.408  -1.519  -4.134  1.0918
H  -3.158  -4.174  6.692  0.3067
C  1.538  -1.695  -4.173  0.5791
H  5.126  4.742  8.653  0.3068
H  2.588  0.383  5.688  0.2954
H  -4.901  -4.288  -1.468  0.1715
Cl  1.114  3.281  -0.202  -0.1627
C  -5.092  1.354  1.868  -0.5835
H  3.761  7.488  -4.390  0.3021
H  -1.729  5.016  -1.784  0.3847
C  1.366  -3.350  1.298  -0.0303
C  3.578  1.861  4.504  -0.1182
H  4.307  0.069  5.454  0.3824
H  0.084  -4.905  -0.786  0.5923

The lowest unoccupied orbital energy is 0.27 eV. The molecular weight comes out at 1344.936 u. The structure (SMILES) is C=C[C@]1(CCC(=O)Nc2ccccc2)C(=O)N[C@](F)(Br)[C@H]1N(C(C)=O)C(C)=O.ClCCCl.ClCCCl.ClCCCl.ClCCCl.ClCCCl.ClCCCl.ClCCCl.ClCCCl.ClCCCl. For the max |F|, the calculation gives 0.03723 Eh/bohr. Its frontier orbital gap is 9.0 eV. The highest occupied orbital energy is -8.8 eV. The total energy is -12866.62676 Ha.

C28H33N7O6PPd | ωB97M-V/def2-TZVPD

Last column: Mulliken charge in e.
Cartesian coordinates (Å):
C  0.744  5.957  -2.415  -0.7857
C  0.622  4.281  -0.691  -0.8681
H  -4.248  -3.288  2.552  0.3101
C  0.260  6.908  -1.529  -0.4278
C  -2.730  1.680  -0.265  -0.1982
O  1.813  -0.102  0.728  0.0898
H  2.226  -2.736  0.811  -0.1178
C  -1.586  2.541  -0.408  -0.1509
C  -0.035  6.552  -0.219  -0.7108
C  1.963  -0.936  -2.008  0.2264
H  2.507  -2.628  3.336  0.2387
C  5.138  -0.031  4.036  -0.6357
H  -2.126  -5.191  -1.779  0.3419
O  -0.334  -3.690  -0.476  -0.3051
C  5.660  -0.909  1.849  -0.9268
C  -4.772  0.809  -0.146  -0.9034
O  -2.008  -2.783  1.240  -0.0623
H  -0.067  4.968  1.225  0.4183
N  -2.552  0.368  0.137  0.3772
H  3.104  0.573  4.357  0.4954
C  0.149  5.243  0.198  -0.0430
H  -2.857  -3.597  -1.512  0.1650
H  7.083  -0.705  3.439  0.4300
C  -0.731  -3.548  -1.870  0.4165
H  1.474  2.319  -0.914  0.3374
C  0.923  4.645  -1.999  0.0725
C  -2.388  -4.070  1.808  -0.2793
C  1.762  -3.458  1.485  0.4335
N  2.334  -1.879  -1.451  -0.5679
N  2.100  -0.043  1.934  0.9612
H  5.452  0.241  5.034  0.4131
O  -0.765  -0.242  -2.061  -0.8065
H  3.515  -3.893  2.623  0.3898
N  1.127  0.130  2.911  -0.5181
H  1.325  3.905  -2.682  0.4008
C  3.448  -0.193  2.368  0.0591
C  0.080  0.418  -2.749  0.8864
C  -4.120  1.962  -0.443  -0.9811
C  0.793  2.856  -0.250  -0.4905
C  -3.890  -4.101  1.920  -1.3005
H  6.374  -1.327  1.154  0.4399
H  -1.905  -4.158  2.780  0.2866
C  -3.744  -0.166  0.208  -0.1903
H  -0.396  7.296  0.479  0.4045
H  -4.356  -4.022  0.937  0.2673
N  2.968  1.958  -3.810  -0.5466
H  0.126  7.932  -1.853  0.4028
C  2.486  -3.578  2.802  -1.4349
H  -1.728  3.581  -0.692  0.4944
H  -2.016  -4.862  1.156  0.3814
C  2.348  1.128  -3.301  -0.5138
Pd  -0.456  -0.206  0.125  0.2748
H  0.037  -4.074  -2.433  0.3718
H  -5.834  0.621  -0.160  0.4857
H  -4.539  2.908  -0.744  0.5383
C  4.348  -0.727  1.451  0.0116
O  0.010  0.182  2.451  -0.0710
H  0.994  6.238  -3.429  0.4226
H  -1.392  1.411  -3.701  0.2721
H  4.010  -1.011  0.462  0.3778
H  0.186  1.763  -4.295  0.2525
O  0.394  -3.040  1.769  -0.3390
C  3.821  0.159  3.664  -0.3179
C  -2.102  -4.143  -2.080  -1.2376
H  1.716  -4.413  0.963  0.3640
H  -2.367  -4.086  -3.137  0.4552
H  -3.876  -1.200  0.494  0.5762
N  -0.396  1.399  -3.557  -0.3113
N  -0.427  2.046  -0.178  0.7539
P  -0.571  -2.553  0.598  0.9588
H  2.006  -4.318  3.441  0.3970
H  -4.207  -5.043  2.369  0.4212
C  6.055  -0.561  3.135  -0.4416
C  1.476  0.213  -2.666  0.2704
H  1.235  2.804  0.750  0.4718
H  -0.701  -2.495  -2.141  -0.3324

The lowest unoccupied orbital energy (alpha / beta) is -3.52 / -5.57 eV. Its spin multiplicity is 5. The molecular weight comes out at 701.009 u. Its expectation value of S² is 6.059. For the max |F|, the calculation gives 0.00193 Eh/bohr. The calculation puts the energy above the lowest of the compared OMol25 structures with the same formula, charge and spin at 0.000 eV. Its frontier orbital gap (alpha / beta) is 7.0 / 4.9 eV. The highest occupied orbital energy (alpha / beta) is -10.5 / -10.5 eV. The total energy is -2390.40019 Ha. Its charge is +1.